Record 1
72
Properties=species:S:1:pos:R:3 method="wB97M-V/def2-TZVPD" lumo_ha=-0.1623 charge=+1 fmax_ev_per_a=1.1 gap_ev=8.71
C 3.146 -0.246 0.481
C 1.655 -0.405 0.525
N 0.918 -0.903 -0.372
C 0.920 0.095 1.770
C -0.408 0.591 1.325
N -1.443 -0.261 1.370
C -2.691 0.032 0.956
N -3.611 -1.008 1.094
C -4.590 -1.020 -0.001
C -3.972 -1.267 -1.344
O -5.744 -0.840 0.226
C -4.311 -1.072 2.412
C -4.425 0.169 3.243
O -4.746 -2.127 2.733
C -2.931 1.284 0.454
C -1.898 2.218 0.408
C -2.219 3.600 -0.114
O -2.624 4.448 0.610
O -1.949 3.790 -1.425
C -0.627 1.863 0.839
N 0.518 2.728 0.812
C 0.602 3.622 1.934
O -0.277 4.163 2.489
F 1.887 3.705 2.298
C 0.821 3.286 -0.458
O 1.043 2.666 -1.430
F 0.844 4.624 -0.387
H 3.516 0.029 1.468
H 3.626 -1.183 0.211
H 3.431 0.527 -0.230
H 1.481 -1.226 -1.158
H 1.499 0.868 2.269
H 0.801 -0.736 2.468
H -1.267 -1.201 1.712
H -4.195 -0.405 -1.976
H -4.427 -2.148 -1.789
H -2.898 -1.389 -1.258
H -3.569 0.282 3.908
H -5.319 0.043 3.847
H -4.551 1.073 2.650
H -3.921 1.562 0.116
H -2.292 3.073 -1.976
C -1.439 -5.554 -3.798
C -2.872 -5.082 -3.943
O -3.141 -4.554 -2.649
C -1.961 -4.154 -2.108
O -1.865 -3.460 -1.149
O -0.927 -4.641 -2.817
F -3.729 -6.089 -4.202
H -1.401 -6.570 -3.405
H -0.861 -5.491 -4.715
H -3.018 -4.295 -4.684
C 4.893 5.487 4.164
C 4.853 4.899 5.559
O 5.296 3.575 5.335
C 6.098 3.577 4.230
O 6.805 2.687 3.907
O 5.954 4.745 3.558
F 3.598 4.870 6.068
H 3.964 5.288 3.627
H 5.105 6.552 4.141
H 5.514 5.384 6.278
C 2.740 -3.649 -5.052
C 1.506 -2.793 -4.851
O 1.609 -2.443 -3.478
C 2.925 -2.469 -3.141
O 3.372 -1.998 -2.145
O 3.644 -3.089 -4.090
F 0.356 -3.477 -5.052
H 2.539 -4.690 -4.797
H 3.160 -3.588 -6.051
H 1.482 -1.880 -5.448

Record 2
80
Properties=species:S:1:pos:R:3 method="wB97M-V/def2-TZVPD" lumo_ha=-0.0078 fmax_ev_per_a=2.2 gap_ev=10.34 smiles="O=C1OC[C@@H](F)O1.O=C1OC[C@@H](F)O1.O=C1OC[C@@H](F)O1.O=C1OC[C@@H](F)O1.O=C1OC[C@@H](F)O1.O=C1OC[C@@H](F)O1.O=C1OC[C@@H](F)O1.O=C1OC[C@@H](F)O1"
O -20.372 11.600 6.127
C -21.105 11.708 7.056
O -22.395 12.075 7.003
C -22.899 12.258 8.331
C -21.911 11.395 9.163
F -22.442 10.170 9.382
O -20.814 11.304 8.290
H -22.812 13.316 8.570
H -23.899 11.838 8.364
H -21.572 11.859 10.087
O -19.335 13.077 0.505
C -18.376 13.724 0.282
O -18.343 14.889 -0.359
C -17.027 15.420 -0.312
C -16.275 14.482 0.596
F -16.088 15.037 1.844
O -17.137 13.390 0.777
H -16.636 15.303 -1.328
H -16.950 16.472 -0.050
H -15.319 14.178 0.175
O -14.904 6.875 0.596
C -15.932 6.644 1.149
O -16.446 5.401 1.231
C -17.676 5.481 1.963
C -17.551 6.825 2.687
F -16.856 6.581 3.864
O -16.713 7.527 1.838
H -18.484 5.485 1.224
H -17.815 4.612 2.601
H -18.532 7.237 2.913
O -15.742 9.181 5.045
C -16.548 9.932 4.608
O -16.347 11.201 4.238
C -17.615 11.794 3.939
C -18.513 10.598 3.633
F -18.514 10.291 2.309
O -17.825 9.577 4.319
H -17.815 12.308 4.884
H -17.530 12.516 3.132
H -19.542 10.710 3.962
O -17.936 9.455 -0.474
C -18.254 8.732 -1.341
O -19.152 8.993 -2.306
C -19.163 7.962 -3.264
C -17.892 7.192 -2.973
F -16.904 7.642 -3.818
O -17.620 7.543 -1.643
H -20.019 7.296 -3.100
H -19.257 8.301 -4.291
H -17.941 6.107 -3.025
O -17.295 12.525 7.128
C -17.386 12.707 8.286
O -18.517 13.095 8.933
C -18.260 13.319 10.321
C -16.743 13.377 10.351
F -16.190 12.689 11.391
O -16.377 12.681 9.193
H -18.783 14.219 10.628
H -18.641 12.455 10.870
H -16.393 14.408 10.436
O -11.135 12.868 5.789
C -12.105 12.174 5.758
O -13.286 12.516 6.283
C -14.183 11.406 6.148
C -13.481 10.519 5.126
F -13.929 10.853 3.861
O -12.132 10.899 5.259
H -14.393 10.929 7.105
H -15.082 11.859 5.730
H -13.704 9.456 5.219
O -19.588 18.314 4.931
C -19.409 17.146 4.860
O -20.283 16.217 5.334
C -19.586 14.950 5.429
C -18.569 15.153 4.337
F -19.076 14.770 3.116
O -18.316 16.534 4.392
H -19.115 14.916 6.410
H -20.254 14.128 5.195
H -17.585 14.681 4.346

Record 3
63
Properties=species:S:1:pos:R:3 method="wB97M-V/def2-TZVPD" lumo_ha=-0.1934 charge=+1 fmax_ev_per_a=3.5 gap_ev=6.33
C 0.615 -0.256 -1.103
P 0.296 -2.063 -0.719
O 1.179 -2.898 -1.873
N -1.491 -2.282 -1.020
N -2.182 -1.168 -1.119
C -3.488 -1.303 -1.323
C -4.208 -2.606 -1.440
P -6.045 -2.685 -1.733
O -6.452 -4.107 -1.668
O -6.799 -1.900 -0.478
O -6.510 -2.037 -3.176
C -3.361 -3.805 -1.300
C -1.915 -3.573 -1.062
C -1.023 -4.835 -0.903
N -1.807 -6.059 -0.770
H -0.174 0.409 -0.670
H 0.560 -0.125 -2.221
H 1.587 0.088 -0.678
H 1.805 -3.440 -1.355
H -4.101 -0.375 -1.388
H -6.202 -1.895 0.296
H -5.737 -1.709 -3.681
H -3.820 -4.811 -1.347
H -0.396 -4.897 -1.842
H -0.299 -4.661 -0.067
H -2.265 -6.314 -1.648
H -1.245 -6.851 -0.466
C -1.642 -4.289 -5.527
C -2.639 -3.455 -5.239
C -2.585 -2.036 -5.622
O -3.507 -1.296 -5.343
C -1.386 -1.559 -6.344
C -0.385 -2.388 -6.637
C -0.435 -3.819 -6.251
O 0.472 -4.576 -6.516
H -1.663 -5.337 -5.252
H -3.531 -3.776 -4.712
H -1.370 -0.511 -6.616
H 0.502 -2.060 -7.164
C 1.828 3.786 0.636
C 2.819 4.594 1.009
C 3.541 4.385 2.286
O 4.442 5.122 2.627
C 3.120 3.243 3.129
C 2.129 2.436 2.756
C 1.409 2.645 1.481
O 0.503 1.905 1.138
H 1.289 3.923 -0.292
H 3.139 5.433 0.404
H 3.657 3.105 4.058
H 1.808 1.597 3.361
C 3.685 6.029 5.703
C 4.675 6.837 6.075
C 5.397 6.629 7.352
O 6.298 7.365 7.694
C 4.976 5.486 8.196
C 3.986 4.678 7.822
C 3.265 4.888 6.546
O 2.361 4.148 6.202
H 3.146 6.167 4.774
H 4.996 7.676 5.471
H 5.515 5.348 9.124
H 3.664 3.839 8.426

Record 4
54
Properties=species:S:1:pos:R:3 method="wB97M-V/def2-TZVPD" lumo_ha="-0.1901 / -0.1771" charge=+1 fmax_ev_per_a=0.6 gap_ev="5.95 / 6.30"
Zr 0.249 2.446 1.318
C -1.342 -2.594 4.327
C -1.178 -3.524 3.126
C 0.073 -4.387 3.345
C -2.416 -4.429 3.041
C -1.036 -2.759 1.813
C -0.891 -3.462 0.613
C -0.786 -2.801 -0.594
C -0.831 -1.407 -0.653
S -1.152 -0.755 -2.284
C 0.083 1.134 -0.445
N -0.816 0.719 0.509
C -0.909 -0.688 0.553
C -1.025 -1.371 1.758
C 0.447 3.178 -1.720
C 0.832 3.838 -2.872
C 1.384 5.115 -2.777
C 1.541 5.723 -1.545
C 1.164 5.046 -0.389
C 0.612 3.765 -0.440
H -1.456 -3.192 5.232
H -2.230 -1.965 4.235
H -0.469 -1.953 4.468
H -0.023 -4.950 4.275
H 0.969 -3.766 3.414
H 0.220 -5.103 2.536
H -2.536 -4.982 3.973
H -2.334 -5.154 2.231
H -3.320 -3.839 2.876
H -0.869 -4.543 0.617
H -0.703 -3.365 -1.514
H -1.094 -0.787 2.666
H 0.722 3.376 -3.845
H 1.690 5.630 -3.678
H 1.966 6.716 -1.479
H 1.321 5.542 0.566
N -1.893 1.395 -4.220
C -0.570 1.146 -4.142
O 0.209 1.316 -5.053
C -0.046 0.702 -2.747
C 1.325 0.147 -2.920
C 2.382 0.132 -2.084
C 2.424 0.734 -0.785
N 1.372 1.023 -0.103
C -0.265 1.827 -1.712
H -2.260 1.652 -5.122
H -2.531 1.060 -3.516
H 1.465 -0.315 -3.890
H 3.303 -0.317 -2.429
H 3.381 0.942 -0.318
H -1.342 2.003 -1.688
C 2.014 2.115 2.338
H 2.297 1.199 2.861
H 2.877 2.787 2.275